{
  "formula": "C35H34AsBN4O2STi",
  "method": "ωB97M-V/def2-TZVPD",
  "symbols": ["Ti", "N", "C", "S", "N", "N", "C", "C", "C", "C", "C", "C", "N", "H", "H", "H", "H", "H", "H", "H", "C", "C", "C", "C", "C", "C", "As", "C", "C", "C", "C", "C", "C", "C", "C", "C", "C", "C", "C", "H", "H", "H", "H", "H", "H", "H", "H", "H", "H", "H", "H", "H", "H", "H", "C", "C", "C", "C", "C", "C", "C", "C", "O", "B", "O", "C", "C", "H", "H", "H", "H", "H", "H", "H", "H", "H", "H", "H", "H"],
  "xyz": [[-2.1916, -0.2148, 0.9708], [-1.9940, 2.6629, 4.2106], [-2.3195, 1.6529, 3.3659], [-2.6045, 2.0891, 1.6701], [-2.4159, 0.4566, 3.8540], [-2.6395, -0.4773, 2.8544], [-3.1067, -1.6754, 3.2455], [-3.2754, -2.5888, 2.2295], [-3.7646, -3.9180, 2.4182], [-3.9143, -4.7540, 1.3680], [-3.5765, -4.2864, 0.0584], [-3.1043, -3.0287, -0.0872], [-2.9269, -2.1429, 0.9517], [-1.9697, 3.6114, 3.8929], [-1.8133, 2.4439, 5.1737], [-3.3200, -1.8772, 4.2854], [-4.0113, -4.2272, 3.4253], [-4.2852, -5.7601, 1.5088], [-3.6828, -4.9188, -0.8111], [-2.8328, -2.6505, -1.0661], [-2.3182, -1.6510, -6.0507], [-1.9819, -2.5136, -5.0207], [-1.7593, -2.0137, -3.7420], [-1.8769, -0.6518, -3.4993], [-2.2077, 0.2160, -4.5371], [-2.4271, -0.2863, -5.8093], [-1.5624, 0.0385, -1.7268], [0.0320, 1.1098, -1.9497], [0.9124, 0.8345, -2.9885], [2.1370, 1.4885, -3.0490], [2.4864, 2.4084, -2.0723], [1.6067, 2.6785, -1.0330], [0.3826, 2.0306, -0.9664], [-3.0034, 1.3507, -1.6117], [-2.8656, 2.7183, -1.8258], [-3.9673, 3.5470, -1.6793], [-5.2013, 3.0212, -1.3161], [-5.3401, 1.6603, -1.0979], [-4.2394, 0.8253, -1.2416], [-2.4950, -2.0392, -7.0449], [-1.8901, -3.5758, -5.2052], [-1.4783, -2.6932, -2.9457], [-2.3013, 1.2801, -4.3572], [-2.6866, 0.3865, -6.6161], [0.6639, 0.1118, -3.7564], [2.8214, 1.2688, -3.8584], [3.4453, 2.9074, -2.1155], [1.8747, 3.3862, -0.2590], [-0.2824, 2.2373, -0.1325], [-1.9018, 3.1362, -2.0891], [-3.8617, 4.6122, -1.8402], [-6.0516, 3.6781, -1.1914], [-6.2945, 1.2468, -0.8001], [-4.3608, -0.2439, -1.0665], [6.6126, 1.0707, 1.5746], [5.8264, 0.1903, 2.5549], [5.6672, 0.9614, 3.8643], [6.6284, -1.0850, 2.8429], [4.4771, -0.1849, 1.9380], [4.4531, -0.8905, 0.7296], [3.2699, -1.2693, 0.1005], [2.0955, -0.9148, 0.7248], [0.8035, -1.1234, 0.3232], [-0.0192, -0.5007, 1.3023], [0.8109, 0.0202, 2.3117], [2.1008, -0.2222, 1.9164], [3.2660, 0.1564, 2.5474], [7.5728, 1.3559, 2.0102], [6.0587, 1.9815, 1.3410], [6.8121, 0.5504, 0.6377], [6.6531, 1.2177, 4.2555], [5.1513, 0.3707, 4.6230], [5.1146, 1.8916, 3.7232], [7.5864, -0.8330, 3.3036], [6.8341, -1.6443, 1.9302], [6.0837, -1.7427, 3.5218], [5.3907, -1.1545, 0.2576], [3.2725, -1.8092, -0.8362], [3.2190, 0.7006, 3.4786]],
  "atomic_forces_ev_per_a": [[-0.621, 0.130, 0.136], [0.000, -0.002, -0.011], [0.000, 0.095, 0.006], [0.141, -0.301, 0.151], [-0.127, -0.074, -0.397], [0.344, -0.042, 0.048], [-0.076, -0.052, 0.095], [-0.079, -0.197, -0.190], [0.039, 0.158, 0.059], [0.021, -0.011, -0.247], [-0.041, -0.107, 0.157], [0.101, 0.305, 0.018], [-0.009, 0.055, 0.304], [-0.021, -0.019, -0.032], [0.010, 0.010, 0.007], [0.013, 0.060, 0.005], [-0.002, -0.001, 0.015], [0.001, -0.008, -0.003], [-0.015, -0.023, 0.007], [-0.012, -0.020, 0.024], [0.003, 0.011, 0.002], [0.012, 0.009, 0.057], [0.055, -0.068, -0.075], [0.027, -0.031, -0.046], [-0.042, -0.079, -0.065], [-0.007, -0.004, -0.016], [0.001, 0.354, 0.072], [-0.025, -0.181, -0.104], [0.116, 0.102, -0.048], [0.006, 0.005, 0.004], [-0.022, -0.028, -0.015], [-0.019, 0.027, 0.039], [0.033, 0.007, 0.068], [0.150, -0.093, -0.126], [-0.040, -0.015, 0.033], [-0.001, 0.027, 0.016], [0.011, 0.005, -0.006], [0.018, -0.035, 0.024], [-0.118, 0.013, 0.057], [-0.001, -0.002, -0.015], [-0.002, -0.004, -0.008], [-0.016, 0.030, 0.027], [0.003, -0.001, 0.047], [-0.003, 0.010, -0.004], [-0.062, -0.007, 0.043], [0.000, 0.002, 0.001], [0.012, 0.006, 0.005], [0.015, 0.004, -0.007], [-0.004, -0.029, -0.026], [0.001, -0.014, -0.020], [0.001, 0.002, 0.001], [-0.010, 0.006, -0.004], [-0.003, 0.006, -0.006], [0.036, 0.029, -0.030], [0.019, 0.010, -0.007], [-0.041, -0.011, -0.027], [0.004, 0.013, 0.031], [0.047, -0.014, 0.009], [-0.025, 0.001, 0.010], [-0.022, 0.008, 0.005], [0.068, 0.036, 0.057], [0.016, -0.059, -0.133], [-0.118, 0.084, 0.164], [0.322, -0.144, -0.042], [-0.076, 0.036, -0.174], [-0.014, 0.074, 0.172], [0.066, -0.048, -0.074], [0.014, 0.002, 0.007], [-0.016, 0.012, 0.007], [-0.008, -0.010, -0.011], [0.008, -0.003, 0.010], [-0.003, -0.025, 0.002], [-0.001, 0.020, -0.024], [0.008, 0.004, 0.005], [-0.008, -0.005, -0.017], [-0.018, 0.006, 0.018], [0.000, -0.011, -0.017], [-0.007, -0.010, -0.018], [-0.008, 0.008, 0.018]],
  "homo_lumo_gap_ev": [5.87, 5.95],
  "lumo_energy_ha": [-0.003, 0.000],
  "de_lowest_kj_mol": 0.0,
  "total_energy_ev": -142369.511
}


{
  "formula": "C35H34AsCoP2",
  "method": "ωB97M-V/def2-TZVPD",
  "symbols": ["Co", "C", "P", "C", "C", "C", "C", "C", "C", "C", "P", "C", "C", "H", "H", "H", "H", "H", "H", "H", "H", "H", "H", "H", "H", "H", "H", "H", "H", "C", "C", "C", "C", "C", "C", "As", "C", "C", "C", "C", "C", "C", "C", "C", "C", "C", "C", "C", "H", "H", "H", "H", "H", "H", "H", "H", "H", "H", "H", "H", "H", "C", "C", "C", "C", "C", "C", "C", "H", "H", "H", "H", "H"],
  "xyz": [[-0.0858, 0.4861, 0.9584], [-0.4602, -0.6207, 4.2249], [0.2398, 0.6506, 3.1136], [1.8301, 0.9982, 3.9928], [-0.6916, 2.1751, 3.5795], [-1.0734, 2.4708, 4.8871], [-1.7547, 3.6413, 5.1932], [-2.0584, 4.5372, 4.1833], [-1.6815, 4.2502, 2.8800], [-1.0043, 3.0734, 2.5620], [-0.4986, 2.6282, 0.8423], [0.5638, 4.0798, 0.4222], [-1.9875, 3.0813, -0.1302], [-0.3479, -0.3913, 5.2880], [0.0458, -1.5601, 4.0028], [-1.5145, -0.7414, 3.9722], [1.6738, 1.3159, 5.0285], [2.3500, 1.7882, 3.4507], [2.4506, 0.1008, 3.9748], [-0.8337, 1.7754, 5.6847], [-2.0468, 3.8556, 6.2144], [-2.5940, 5.4520, 4.4115], [-1.9274, 4.9546, 2.0917], [1.4633, 4.0611, 1.0374], [0.0398, 5.0270, 0.5710], [0.8533, 3.9967, -0.6264], [-2.3107, 4.1176, 0.0132], [-2.7846, 2.3943, 0.1539], [-1.7569, 2.9134, -1.1836], [5.6575, -0.3453, -3.3437], [5.1046, 0.8403, -2.8755], [3.9518, 0.8101, -2.1018], [3.3244, -0.3951, -1.7932], [3.8917, -1.5794, -2.2587], [5.0522, -1.5538, -3.0279], [1.6107, -0.3214, -0.7617], [0.5231, 0.1656, -2.3065], [0.3516, 1.4293, -2.8492], [-0.4943, 1.6113, -3.9339], [-1.1773, 0.5222, -4.4631], [-1.0002, -0.7450, -3.9252], [-0.1404, -0.9365, -2.8504], [0.1333, -2.2203, -2.1799], [-0.4392, -3.4443, -2.5023], [-0.1216, -4.5784, -1.7701], [0.7581, -4.4958, -0.6986], [1.3209, -3.2721, -0.3578], [1.0152, -2.1418, -1.0991], [6.5549, -0.3263, -3.9519], [5.5734, 1.7891, -3.1137], [3.5238, 1.7394, -1.7385], [3.4187, -2.5261, -2.0332], [5.4800, -2.4846, -3.3856], [0.8594, 2.2822, -2.4117], [-0.6297, 2.5978, -4.3605], [-1.8569, 0.6657, -5.2941], [-1.5453, -1.5864, -4.3380], [-1.1606, -3.5123, -3.3089], [-0.5830, -5.5265, -2.0183], [0.9889, -5.3807, -0.1179], [1.9844, -3.1973, 0.4955], [-1.2751, -0.7409, 0.6181], [-2.1457, -1.7864, 0.3320], [-3.0511, -1.7198, -0.7802], [-3.8862, -2.7732, -1.0929], [-3.8917, -3.9547, -0.3394], [-3.0121, -4.0464, 0.7468], [-2.1641, -3.0110, 1.0810], [-3.0391, -0.8200, -1.3884], [-4.5547, -2.6885, -1.9459], [-4.5490, -4.7784, -0.5934], [-2.9882, -4.9597, 1.3349], [-1.4705, -3.1157, 1.9089]],
  "atomic_forces_ev_per_a": [[0.153, -0.113, 0.471], [-0.125, 0.057, 0.030], [0.261, 0.132, -0.643], [-0.139, 0.055, 0.101], [-0.001, -0.100, 0.343], [0.024, 0.009, 0.102], [0.093, -0.190, 0.084], [-0.048, 0.098, -0.151], [-0.003, 0.072, -0.102], [-0.092, 0.319, -0.093], [-0.089, -0.585, -0.132], [-0.077, -0.036, 0.076], [-0.038, 0.104, 0.123], [-0.008, -0.002, -0.024], [0.009, -0.018, 0.006], [0.026, -0.037, 0.001], [0.045, -0.059, -0.020], [0.029, -0.005, 0.009], [0.005, -0.004, -0.012], [-0.011, 0.012, -0.008], [0.008, -0.041, 0.009], [0.022, -0.015, -0.041], [0.004, -0.011, 0.023], [0.031, 0.006, -0.017], [0.037, 0.021, -0.002], [0.034, 0.013, -0.013], [0.009, -0.046, -0.036], [0.012, -0.002, -0.027], [-0.005, -0.013, -0.008], [-0.006, -0.009, 0.012], [-0.012, 0.018, 0.023], [0.016, -0.050, 0.027], [-0.024, -0.017, -0.040], [0.075, 0.116, -0.026], [-0.045, -0.005, 0.058], [-0.644, -0.054, 0.142], [0.164, 0.013, -0.058], [0.025, 0.013, 0.073], [-0.001, -0.041, 0.026], [-0.008, -0.055, 0.000], [-0.110, -0.030, -0.088], [-0.004, 0.015, 0.005], [0.005, -0.022, 0.028], [-0.097, -0.049, -0.054], [-0.037, -0.014, -0.061], [0.030, 0.086, 0.016], [0.017, -0.017, -0.018], [0.105, 0.055, 0.057], [-0.026, 0.001, 0.030], [-0.026, -0.030, 0.006], [0.025, 0.031, -0.001], [-0.016, -0.037, -0.012], [-0.025, 0.039, 0.008], [0.029, 0.001, -0.009], [-0.012, 0.011, 0.011], [0.004, -0.022, -0.018], [0.000, 0.033, -0.003], [0.028, -0.014, 0.030], [-0.010, 0.030, 0.002], [-0.006, 0.011, 0.012], [0.007, -0.010, 0.036], [0.241, 0.332, -0.238], [0.038, -0.055, -0.002], [0.056, -0.099, 0.013], [0.060, -0.003, 0.108], [0.076, 0.003, -0.010], [0.019, 0.114, -0.066], [-0.038, 0.031, -0.121], [-0.059, -0.045, 0.028], [0.032, 0.043, 0.007], [0.013, 0.041, 0.002], [0.011, 0.018, 0.010], [-0.037, 0.000, 0.007]],
  "homo_lumo_gap_ev": [4.28, 5.12],
  "total_charge": -1,
  "s_squared": 1.12,
  "lumo_energy_ha": [0.100, 0.100],
  "multiplicity": 2,
  "total_energy_ev": -153888.654
}


{
  "formula": "C35H34BrClO20S2",
  "method": "ωB97M-V/def2-TZVPD",
  "symbols": ["C", "C", "C", "C", "C", "C", "C", "Cl", "O", "S", "O", "O", "O", "C", "S", "C", "C", "C", "Br", "H", "H", "H", "H", "H", "H", "H", "H", "H", "H", "H", "H", "H", "H", "H", "H", "H", "H", "O", "C", "C", "C", "O", "C", "O", "C", "C", "O", "H", "H", "H", "H", "O", "C", "C", "C", "O", "C", "O", "C", "C", "O", "H", "H", "H", "H", "O", "C", "C", "C", "O", "C", "O", "C", "C", "O", "H", "H", "H", "H", "O", "C", "C", "C", "O", "C", "O", "C", "C", "O", "H", "H", "H", "H"],
  "xyz": [[0.9885, 0.5835, 1.1273], [1.9401, 1.4499, 0.7419], [1.7796, 2.5232, -0.3140], [1.5885, 1.9732, -1.7732], [2.3292, 0.6487, -1.9199], [2.6047, 0.1370, -3.3356], [3.5962, -1.0141, -3.2691], [3.9580, -1.6007, -4.9185], [2.2905, 2.9143, -2.6493], [1.4426, 4.2557, -2.7755], [1.4620, 4.6780, -4.1302], [1.8280, 5.1997, -1.7834], [0.0500, 3.6134, -2.4000], [0.1236, 2.1185, -2.2677], [-0.2997, 1.5160, -3.9312], [-1.0237, 1.8045, -1.3050], [-1.8169, 0.5076, -1.4423], [-2.6843, 0.3236, -0.1815], [-0.7174, -1.0995, -1.6416], [-0.0370, 0.9098, 1.2618], [1.1916, -0.4675, 1.3043], [2.9308, 1.3702, 1.1888], [0.9473, 3.1859, -0.0704], [2.6760, 3.1354, -0.3365], [1.8467, -0.1309, -1.3412], [3.3015, 0.8255, -1.4448], [1.6832, -0.2784, -3.7433], [2.9495, 0.9158, -4.0142], [3.1475, -1.8557, -2.7466], [4.5340, -0.7359, -2.7939], [0.7731, 2.0324, -4.5460], [-1.7457, 2.6015, -1.5013], [-0.6964, 1.9330, -0.2806], [-2.4786, 0.5373, -2.3032], [-3.6214, -0.1744, -0.4108], [-2.8641, 1.2827, 0.3076], [-2.1278, -0.2890, 0.5294], [2.7875, 9.4316, 3.2978], [2.6333, 8.2450, 3.0751], [2.5998, 7.2197, 4.1001], [2.4376, 5.9423, 3.7327], [2.3909, 4.9281, 4.5872], [2.2916, 5.5318, 2.2860], [2.1659, 4.3369, 2.0711], [2.3038, 6.5523, 1.2622], [2.4634, 7.8326, 1.6306], [2.4889, 8.8432, 0.7752], [2.7074, 7.5235, 5.1316], [2.2696, 4.1277, 4.0377], [2.1828, 6.2477, 0.2308], [2.6207, 9.6493, 1.3121], [-1.9367, -0.2836, 8.6102], [-1.7489, -0.0840, 7.4250], [-2.7562, -0.2488, 6.3953], [-2.4258, -0.0122, 5.1189], [-3.2726, -0.1334, 4.1049], [-1.0362, 0.4189, 4.7128], [-0.8388, 0.5907, 3.5222], [-0.0348, 0.6021, 5.7402], [-0.3643, 0.3687, 7.0192], [0.4779, 0.5075, 8.0303], [-3.7469, -0.5593, 6.6949], [-2.7639, 0.0978, 3.3028], [0.9527, 0.9224, 5.4399], [-0.0238, 0.2701, 8.8358], [-5.5336, -1.2746, -0.3120], [-6.2054, -2.2505, -0.6034], [-7.3114, -2.2304, -1.5343], [-7.9880, -3.3651, -1.7661], [-9.0128, -3.4503, -2.5984], [-7.6352, -4.6678, -1.0842], [-8.3244, -5.6333, -1.3540], [-6.5137, -4.6897, -0.1669], [-5.8367, -3.5562, 0.0616], [-4.7975, -3.4760, 0.8808], [-7.5585, -1.2948, -2.0154], [-9.3101, -4.3818, -2.5675], [-6.2585, -5.6275, 0.3056], [-4.5051, -2.5440, 0.8579], [3.8643, -4.2392, -3.3576], [3.7257, -5.4457, -3.4315], [3.5871, -6.3401, -2.3009], [3.4561, -7.6546, -2.5274], [3.3231, -8.5567, -1.5660], [3.4503, -8.2379, -3.9229], [3.3413, -9.4481, -4.0089], [3.5683, -7.3409, -5.0522], [3.6963, -6.0244, -4.8275], [3.8077, -5.1202, -5.7867], [3.5953, -5.9160, -1.3068], [3.2534, -9.4210, -2.0193], [3.5483, -7.7648, -6.0460], [3.8855, -4.2485, -5.3418]],
  "atomic_forces_ev_per_a": [[0.156, 0.561, -0.107], [-0.143, -0.289, 0.075], [-0.685, 0.174, 0.698], [0.492, -0.304, 0.598], [0.537, 0.135, -0.534], [-0.388, -0.417, 0.090], [-0.311, 0.114, 0.018], [0.138, 0.164, -0.226], [-0.323, 0.168, -0.082], [0.331, 0.245, -0.368], [-0.053, -0.269, -0.105], [-0.155, -0.130, 0.226], [0.115, -0.110, 0.516], [-0.217, 0.832, -0.541], [-0.010, -0.315, 0.144], [-0.014, 0.003, -0.419], [-0.376, 0.166, 0.703], [0.465, -0.146, -0.041], [-0.081, -0.078, -0.128], [-0.199, -0.413, -1.021], [0.253, 0.274, 1.256], [0.301, -0.741, -0.925], [0.156, 0.151, -0.011], [-0.019, 0.069, -0.020], [-0.135, 0.116, 0.057], [-0.052, 0.013, 0.098], [0.035, 0.118, -0.134], [0.124, 0.060, 0.101], [0.182, -0.048, 0.084], [0.060, -0.040, -0.079], [-0.017, 0.075, 0.016], [-0.083, -0.044, 0.098], [0.099, -0.047, -0.031], [0.306, -0.077, -0.250], [0.007, 0.087, 0.035], [-0.218, 0.056, -0.168], [-0.068, 0.038, 0.092], [-0.016, 0.045, -0.098], [0.001, -0.109, 0.217], [0.017, 0.122, 0.032], [0.008, 0.011, 0.151], [-0.002, 0.008, -0.055], [-0.015, 0.135, -0.229], [0.013, -0.039, 0.146], [-0.013, -0.128, -0.051], [-0.012, -0.023, -0.130], [0.009, -0.008, 0.070], [0.005, -0.020, 0.003], [0.000, -0.006, -0.041], [0.006, 0.025, 0.005], [0.008, 0.007, 0.023], [0.093, 0.035, 0.045], [-0.213, -0.045, -0.108], [-0.026, -0.021, 0.115], [-0.137, -0.044, 0.022], [0.056, 0.003, 0.002], [0.214, 0.047, 0.101], [-0.198, -0.005, 0.008], [0.024, 0.025, -0.120], [0.141, 0.045, -0.015], [-0.068, -0.025, -0.010], [-0.003, -0.005, -0.022], [0.034, 0.015, -0.004], [0.008, -0.013, 0.023], [-0.022, -0.011, 0.006], [-0.015, -0.117, 0.062], [-0.159, 0.078, -0.164], [0.069, 0.106, 0.026], [-0.051, 0.115, -0.080], [0.033, -0.043, 0.047], [0.169, -0.087, 0.159], [-0.066, 0.039, -0.080], [-0.068, -0.099, -0.026], [0.053, -0.109, 0.075], [-0.038, 0.042, -0.039], [-0.024, -0.011, -0.006], [0.004, -0.021, 0.015], [0.014, 0.013, 0.015], [-0.012, 0.021, -0.007], [-0.039, -0.081, 0.244], [-0.017, -0.097, 0.117], [0.017, 0.152, 0.018], [-0.002, 0.026, 0.144], [0.007, 0.009, -0.066], [0.014, 0.089, -0.257], [-0.020, -0.035, 0.113], [-0.012, -0.139, -0.005], [-0.002, -0.008, -0.186], [0.002, -0.025, 0.112], [0.005, -0.027, 0.009], [0.006, -0.012, -0.033], [0.009, 0.022, -0.008], [-0.001, 0.028, -0.004]],
  "homo_lumo_gap_ev": 7.28,
  "lumo_energy_ha": -0.065,
  "total_energy_ev": -182028.223
}